# 1
A molecular structure, C31H20N7O5Ti at a distorted geometry, computed with ωB97M-V/def2-TZVPD.

```
64
Properties=species:S:1:pos:R:3:lowdin_charge:R:1
Ti -1.0266 -0.4493 -0.7981 1.1629
O -5.7564 -4.2808 -1.0491 0.1308
C -4.6558 -3.5408 -0.9868 -0.2563
C -3.7655 -3.5748 0.0975 0.1055
C -2.6591 -2.7610 0.0494 -0.1294
N -2.4413 -1.9491 -0.9788 0.0485
C -3.3013 -1.8733 -1.9981 -0.1271
C -4.4208 -2.6578 -2.0574 0.1174
C -2.8923 -0.7039 -2.8856 -0.4968
O -3.2561 -0.5411 -4.0130 0.1637
O -2.0747 0.0698 -2.1975 -0.1365
C -1.6428 -2.4746 1.1533 -0.5050
O -1.6869 -3.0070 2.2289 0.1473
O -0.8272 -1.5290 0.7657 -0.1430
H -5.8595 -4.8545 -0.2802 0.1367
H -3.9349 -4.2085 0.9593 0.1448
H -5.1158 -2.5939 -2.8832 0.1504
C 1.4722 1.5486 -4.3958 -0.0705
C 0.3124 1.1819 -3.7168 -0.0653
N 0.2743 1.1945 -2.3978 0.0929
C 1.3676 1.5741 -1.7353 -0.1940
C 2.5393 1.8726 -2.4186 -0.0401
N 2.5825 1.8635 -3.7447 0.1142
C 1.1897 1.6317 -0.2735 -0.1655
C 2.1147 2.1997 0.5851 0.0839
C 1.8621 2.2203 1.9556 -0.1096
C 0.6280 1.7491 2.4018 0.0826
C -0.2640 1.2266 1.4854 -0.1686
N 0.0338 1.1189 0.1809 0.0690
C -1.6244 0.7779 1.8417 -0.1900
C -2.0587 0.5293 3.1385 -0.0292
N -3.3205 0.2119 3.3935 0.1282
C -4.1501 0.0891 2.3684 -0.0702
C -3.7011 0.2269 1.0584 -0.0653
N -2.4499 0.5839 0.8016 0.0811
C 2.8806 2.7257 2.8953 -0.1795
C 3.1370 2.0362 4.0771 -0.0042
C 4.1478 2.4979 4.9075 -0.1188
N 4.8749 3.5753 4.6381 0.0776
C 4.6141 4.2432 3.5203 -0.1185
C 3.6371 3.8589 2.6141 -0.0057
H 1.5181 1.5785 -5.4770 0.1198
H -0.5916 0.8746 -4.2310 0.1230
H 3.4674 2.1035 -1.9091 0.1224
H 3.0384 2.6079 0.2013 0.1258
H 0.3669 1.8271 3.4476 0.1302
H -1.3879 0.5625 3.9879 0.1295
H -5.1831 -0.1390 2.5982 0.1215
H -4.3499 0.0570 0.2071 0.1288
H 2.5823 1.1416 4.3302 0.1179
H 4.3870 1.9751 5.8265 0.1146
H 5.2157 5.1274 3.3431 0.1148
H 3.4510 4.4463 1.7239 0.1181
C 3.0952 -2.3733 -2.4213 -0.0672
C 2.9727 -1.8932 -1.1232 -0.0679
C 1.7423 -1.4509 -0.6637 -0.1163
C 0.6175 -1.4340 -1.4999 -0.2260
C 0.7639 -1.9266 -2.7980 -0.1026
C 1.9846 -2.4088 -3.2518 -0.0698
H 4.0542 -2.7286 -2.7751 0.1100
H 3.8311 -1.8848 -0.4630 0.1095
H 1.6574 -1.1353 0.3711 0.1007
H -0.0844 -1.9242 -3.4773 0.1044
H 2.0690 -2.8109 -4.2534 0.1104
```

Computed properties:
LUMO level = -4.41 eV
charge = +1
HOMO energy = -11.793 eV
energy relative to the best compared isomer or geometry (same formula, charge and spin) = 0.655 eV
Kohn-Sham gap = 7.4 eV
total energy = -76253.0994 eV
2S+1 = 1


# 2
A molecular structure, C31H21BrF4I2N2NiOP, computed with ωB97M-V/def2-TZVPD.

```
64
Properties=species:S:1:pos:R:3:lowdin_charge:R:1
Ni -0.8511 0.4880 0.0116 0.1448
I -4.5429 -5.7274 -1.4024 0.8892
C -3.6329 -3.8539 -1.4132 -0.7437
C -2.8025 -3.4981 -2.4678 -0.2159
C -2.1838 -2.2590 -2.4714 -0.6313
I -0.8894 -1.7305 -4.0100 0.9541
C -2.3979 -1.3433 -1.4326 -0.4353
O -1.8326 -0.1564 -1.4372 -0.2707
C -3.2309 -1.7308 -0.3692 -0.1761
C -3.3451 -0.7646 0.7642 -0.0982
N -1.9756 -0.4937 1.3206 -0.0772
C -1.3246 -1.7468 1.7877 -0.0857
C -0.2401 -2.2538 0.8617 -0.2469
C 0.1227 -3.5921 0.8843 0.0040
C 1.1273 -4.0243 0.0357 -0.0285
C 1.7357 -3.1102 -0.8105 -0.0356
C 1.3111 -1.7956 -0.7690 -0.1341
N 0.3486 -1.3742 0.0525 0.0584
C -3.8414 -2.9744 -0.3603 -0.1129
H -2.6298 -4.1894 -3.2812 0.0847
H -3.9718 -1.1702 1.5617 0.1339
H -3.7494 0.1972 0.4453 0.1331
H -2.0964 0.1047 2.1339 0.0810
H -2.0810 -2.5281 1.8755 0.1275
H -0.9158 -1.5790 2.7868 0.1385
H -0.3877 -4.2828 1.5425 0.1259
H 1.4246 -5.0643 0.0259 0.1195
H 2.5121 -3.4102 -1.4993 0.1160
H 1.7451 -1.0482 -1.4229 0.1007
H -4.4782 -3.2557 0.4700 0.1044
F 0.9068 6.9045 -1.6777 0.1720
C 0.6524 5.8290 -0.9598 -0.1204
C 0.4016 5.9414 0.3969 -0.1247
F 0.4187 7.1282 0.9783 0.1617
C 0.1361 4.8012 1.1397 -0.1976
F -0.0920 4.9586 2.4437 0.1146
C 0.1022 3.5399 0.5646 -0.2730
P -0.1734 2.0027 1.5083 1.0803
C 1.3276 1.7420 2.4769 -0.3385
C 2.1466 0.6695 2.1328 -0.0801
C 3.3339 0.4529 2.8189 -0.0590
C 3.7032 1.3048 3.8465 -0.0552
C 2.8869 2.3756 4.1961 -0.0539
C 1.7031 2.5978 3.5161 -0.0801
C -1.5192 2.3485 2.6658 -0.3750
C -1.5020 1.8137 3.9519 -0.0922
C -2.6101 1.9605 4.7772 -0.0566
C -3.7316 2.6370 4.3230 -0.0555
C -3.7534 3.1652 3.0374 -0.0536
C -2.6558 3.0153 2.2072 -0.0849
C 0.3463 3.4588 -0.8070 -0.5010
Br 0.2606 1.7953 -1.7161 1.0925
C 0.6244 4.5779 -1.5631 -0.2477
F 0.8558 4.4849 -2.8653 0.1126
H 1.8546 0.0046 1.3312 0.0731
H 3.9677 -0.3809 2.5480 0.1126
H 4.6290 1.1378 4.3807 0.1143
H 3.1757 3.0377 5.0010 0.1148
H 1.0706 3.4284 3.7985 0.1052
H -0.6243 1.2959 4.3191 0.1099
H -2.5886 1.5532 5.7791 0.1142
H -4.5899 2.7563 4.9702 0.1143
H -4.6271 3.6951 2.6826 0.1156
H -2.6838 3.4225 1.2023 0.1179
```

Computed properties:
LUMO level (spin up / spin down) = -3.53 / -3.52 eV
charge = +1
HOMO energy (spin up / spin down) = -10.170 / -10.170 eV
energy relative to the best compared isomer or geometry (same formula, charge and spin) = 0.000 eV
Kohn-Sham gap (spin up / spin down) = 6.6 / 6.6 eV
total energy = -184955.8910 eV
2S+1 = 1


# 3
A molecular structure, C31H21BrN2O2PSSe2V at a distorted geometry, computed with ωB97M-V/def2-TZVPD.

```
62
Properties=species:S:1:pos:R:3:lowdin_charge:R:1
V -1.0849 -0.3318 -0.9560 0.5844
Se 1.1097 -0.4330 0.1024 0.6438
P 0.2044 1.3542 1.1948 0.4799
Se -1.9483 1.6908 0.4013 0.6521
C 0.2414 0.9968 2.9478 -0.4117
C -0.6107 1.6718 3.8481 -0.0833
C -0.5419 1.4168 5.2159 -0.0557
C 0.3889 0.5255 5.7044 -0.0450
C 1.2665 -0.1452 4.8405 -0.0389
C 1.1749 0.0626 3.4661 -0.0896
C 1.1841 2.8388 1.0662 -0.3935
C 0.6268 4.0657 1.4709 -0.0790
C 1.4361 5.1985 1.5881 -0.0274
C 2.7905 5.1265 1.2242 -0.0306
C 3.3430 3.9227 0.8124 -0.0486
C 2.5401 2.7930 0.6651 -0.0729
H -1.3179 2.3854 3.4621 0.0962
H -1.2489 1.9069 5.8832 0.1251
H 0.4274 0.3402 6.7758 0.1240
H 1.9971 -0.8192 5.2582 0.1169
H 1.7844 -0.5469 2.7960 0.0696
H -0.4178 4.1553 1.6890 0.0911
H 1.0096 6.1203 1.9733 0.1222
H 3.4265 5.9983 1.2898 0.1209
H 4.4238 3.8586 0.6422 0.1271
H 2.9683 1.8908 0.2395 0.0846
Br 1.9547 -3.1160 -2.5736 0.7555
C 1.9909 -1.3741 -3.3864 -0.6992
C 2.9799 -1.2133 -4.3858 -0.0939
C 3.0989 0.0314 -5.0133 -0.0068
C 2.2332 1.0718 -4.5671 0.0476
C 1.2451 0.8450 -3.5354 -0.1422
N 1.0986 -0.4234 -3.0816 0.0232
C 0.2510 1.9627 -3.0764 -0.5330
O 0.6017 3.0857 -3.4968 0.0742
O -0.7667 1.5262 -2.3992 -0.1842
H 3.5909 -2.0740 -4.6570 0.1043
H 3.8054 0.1999 -5.8090 0.1184
H 2.2674 2.0470 -5.0141 0.1131
S -2.0714 -4.3632 -0.1339 1.2254
C -2.2716 -3.5424 1.4062 -0.4151
C -2.5725 -4.0770 2.6527 -0.0441
C -2.6138 -3.2480 3.7878 -0.0192
C -2.4526 -1.8610 3.6536 -0.0259
C -2.2929 -1.3042 2.3907 -0.0271
C -2.1579 -2.1409 1.2893 -0.2746
N -2.0834 -1.7574 -0.0685 -0.0702
C -1.9129 -2.8208 -0.9082 -0.4714
C -1.7825 -2.5781 -2.3426 -0.2498
C -1.7872 -3.5870 -3.3552 -0.0006
C -1.8885 -3.1972 -4.6802 -0.0134
C -1.9626 -1.8341 -5.0038 0.0055
C -1.8809 -0.8588 -4.0110 -0.0397
C -1.7137 -1.2314 -2.6982 -0.1128
H -2.8252 -5.1261 2.7490 0.1243
H -2.8030 -3.6803 4.7600 0.1225
H -2.5088 -1.2563 4.5362 0.1124
H -2.3026 -0.2355 2.1761 0.0309
H -1.7184 -4.6321 -3.0519 0.1236
H -1.9460 -3.9471 -5.4663 0.1314
H -2.0864 -1.5263 -6.0273 0.1270
H -1.8891 0.1929 -4.2601 0.1224
```

Computed properties:
LUMO level (spin up / spin down) = -8.73 / -8.84 eV
charge = +2
HOMO energy (spin up / spin down) = -14.097 / -14.095 eV
Kohn-Sham gap (spin up / spin down) = 5.4 / 5.3 eV
total energy = -286093.3614 eV
2S+1 = 1